Entry from the OMol25 dataset: the molecule C17H16FN5O3S in a non-equilibrium geometry (wB97M-V/def2-TZVPD).

Each line ends with the natural charge from an NBO analysis.
CARTESIAN COORDINATES (ANGSTROEM)
O (-2.40, -2.35, 0.35)  -0.65
C (-2.03, -1.84, 1.40)  0.67
C (-2.12, -0.33, 1.56)  -0.63
S (-0.50, 0.45, 1.22)  0.30
C (-0.40, 0.44, -0.54)  0.33
N (0.47, 1.28, -1.00)  -0.54
C (0.59, 1.29, -2.34)  0.36
C (-0.18, 0.51, -3.22)  -0.31
C (0.28, 0.88, -4.51)  0.02
N (1.21, 1.79, -4.41)  -0.25
N (1.41, 2.05, -3.10)  -0.18
C (2.36, 3.00, -2.71)  0.12
C (2.58, 3.29, -1.37)  -0.22
C (3.52, 4.23, -1.01)  -0.26
C (4.23, 4.88, -2.01)  0.38
F (5.15, 5.80, -1.66)  -0.33
C (4.03, 4.61, -3.35)  -0.27
C (3.08, 3.67, -3.70)  -0.19
C (-1.14, -0.42, -2.71)  0.67
O (-1.88, -1.18, -3.29)  -0.58
N (-1.17, -0.38, -1.29)  -0.64
N (-1.51, -2.56, 2.40)  -0.42
C (-1.01, -2.09, 3.68)  -0.24
C (-1.84, -2.72, 4.80)  -0.08
O (-1.81, -4.12, 4.72)  -0.52
C (-2.30, -4.58, 3.48)  -0.08
C (-1.49, -4.01, 2.32)  -0.26
H (-2.84, 0.05, 0.84)  0.26
H (-2.41, -0.01, 2.56)  0.25
H (-0.04, 0.52, -5.46)  0.22
H (2.01, 2.77, -0.61)  0.26
H (3.71, 4.47, 0.02)  0.23
H (4.60, 5.13, -4.10)  0.23
H (2.89, 3.43, -4.73)  0.25
H (-1.78, -1.09, -0.87)  0.46
H (-1.03, -1.00, 3.74)  0.21
H (0.03, -2.42, 3.78)  0.21
H (-1.44, -2.45, 5.78)  0.20
H (-2.88, -2.36, 4.73)  0.16
H (-2.23, -5.67, 3.51)  0.20
H (-3.36, -4.29, 3.37)  0.17
H (-1.92, -4.31, 1.36)  0.26
H (-0.45, -4.35, 2.39)  0.20

Summary:
LUMO level, eV: 0.2101
SMILES: O=C(CSc1nc2c(cnn2-c2ccc(F)cc2)c(=O)[nH]1)N1CCOCC1

***

Entry from the OMol25 dataset: the molecule C6H11N in a non-equilibrium geometry (wB97M-V/def2-TZVPD).

Each line ends with the natural charge from an NBO analysis.
CARTESIAN COORDINATES (ANGSTROEM)
C (0.82, -2.00, -2.04)  -0.66
C (0.60, -0.96, -0.99)  -0.19
C (0.82, 0.35, -1.11)  -0.18
C (0.09, 1.49, -0.41)  -0.48
C (-0.29, 1.24, 1.02)  -0.20
C (-1.01, 0.25, 1.58)  -0.03
N (-1.24, 0.14, 2.97)  -0.87
H (1.58, -2.70, -1.64)  0.23
H (1.13, -1.41, -2.92)  0.21
H (-0.15, -2.27, -2.49)  0.23
H (0.20, -1.42, -0.08)  0.19
H (1.61, 0.75, -1.77)  0.20
H (-0.84, 1.61, -1.00)  0.22
H (0.62, 2.43, -0.66)  0.22
H (0.04, 1.96, 1.78)  0.19
H (-1.50, -0.39, 0.84)  0.18
H (-2.02, 0.69, 3.32)  0.37
H (-0.46, 0.22, 3.59)  0.38

Summary:
Energy above the lowest of the compared OMol25 structures with the same formula, charge and spin, kcal/mol: 60.3
LUMO level, eV: 1.1256
SMILES: C/C=C/C/C=C/N

***

no.,E_tot (hartree)
1,-1655.0085
2,-289.8755